Record 1
Formula: C18H17NO2
Source: the OMol25 dataset
Level of theory: ωB97M-V with the def2-TZVPD basis set

CARTESIAN COORDINATES (ANGSTROEM)
H  1.69  1.79  -1.53
H  3.76  -1.12  -0.43
H  0.69  0.33  -1.14
H  0.06  1.90  -0.68
C  4.09  1.47  0.07
H  5.85  -1.29  -4.17
O  1.11  0.94  2.80
H  -3.44  1.48  4.71
C  -4.98  -0.61  1.87
O  -1.52  2.17  1.40
H  -3.39  0.34  0.76
C  4.28  -0.74  -1.26
C  -1.79  1.39  2.59
H  -5.25  -0.03  5.17
C  2.88  1.53  0.83
C  -3.79  0.14  1.73
H  -5.34  -1.07  0.97
H  2.88  2.12  1.73
C  -5.55  -0.67  3.12
N  1.60  1.10  0.57
C  5.43  -0.75  -3.34
C  0.99  1.29  -0.78
H  -1.23  0.11  0.77
C  4.70  -1.44  -2.37
C  -0.80  0.89  1.44
H  5.23  2.35  -1.87
C  0.73  0.97  1.60
C  -3.17  0.86  2.73
H  -6.31  -1.38  3.44
H  6.16  1.21  -3.87
H  4.59  -2.49  -2.55
C  -4.99  0.10  4.19
C  5.62  0.60  -3.22
C  5.14  1.33  -2.03
H  4.85  2.02  0.50
H  -1.30  1.82  3.48
C  -3.84  0.87  4.00
C  4.44  0.61  -1.12

Summary:
Structure (SMILES): CN(/C=C\c1ccccc1)C(=O)[C@@H]1O[C@H]1c1ccccc1
Gap between HOMO and LUMO, eV: 9.1
HOMO level, eV: -8.446
LUMO energy, eV: 0.6561
Energy relative to the best compared isomer or geometry (same formula, charge and spin), kJ/mol: 470.13
Total charge: 0

***

Record 2
Formula: C18H18AsBrN3O4PReS4
Source: the OMol25 dataset
Level of theory: ωB97M-V with the def2-TZVPD basis set

CARTESIAN COORDINATES (ANGSTROEM)
H  -6.81  -6.94  -4.23
Re  1.01  0.26  0.41
C  -4.26  -0.95  0.33
H  1.32  -2.51  -1.39
C  -5.67  -4.18  -2.59
H  0.60  -3.93  3.26
C  -0.59  -3.41  -1.80
H  0.32  -2.67  4.49
H  -3.65  0.74  1.47
O  0.02  -2.09  2.48
P  1.22  -1.07  2.39
C  -3.88  -2.07  -0.53
H  0.16  1.51  3.62
C  -6.79  -3.53  -4.61
O  -1.07  0.49  0.92
H  -1.06  -3.39  3.63
H  -0.65  0.09  4.35
C  -3.37  -0.09  0.83
O  2.50  -1.95  2.41
N  -5.02  -3.94  -1.45
As  3.37  2.58  -0.53
H  0.64  0.94  5.23
H  -0.14  -4.21  -2.38
C  -6.60  -5.91  -4.00
C  0.25  -2.45  -1.25
N  -0.22  -1.42  -0.52
C  0.28  0.64  4.25
C  -1.54  -1.36  -0.33
O  1.31  -0.22  3.70
H  4.11  -0.73  1.86
C  -1.96  -3.33  -1.62
H  -7.16  -2.79  -5.31
H  -5.59  -6.30  -2.16
S  2.74  3.38  -2.25
H  3.89  -0.98  3.63
S  4.91  2.30  0.71
H  -5.32  -0.85  0.54
C  -2.46  -2.28  -0.86
C  -1.97  -0.26  0.51
S  2.61  -0.29  -0.78
C  -0.02  -3.09  3.55
Br  -7.96  -5.36  -6.41
C  -6.13  -3.17  -3.48
C  3.84  -1.44  2.64
C  -7.03  -4.90  -4.88
H  4.50  -2.31  2.60
H  -5.96  -2.12  -3.25
S  1.23  2.31  0.96
C  -5.93  -5.56  -2.87
N  -4.81  -2.83  -0.95
H  -2.61  -4.07  -2.06

Summary:
Gap between HOMO and LUMO, eV: 5.9
HOMO level, eV: -16.606
LUMO energy, eV: -10.6798
Energy relative to the best compared isomer or geometry (same formula, charge and spin), kJ/mol: 0.00
Total charge: +3

***

Record 3
Formula: C18H18BF4LaO
Source: the OMol25 dataset
Level of theory: ωB97M-V with the def2-TZVPD basis set

CARTESIAN COORDINATES (ANGSTROEM)
H  0.12  5.41  -8.11
H  2.65  -1.55  -0.63
C  1.26  3.57  -8.15
F  -1.86  -2.06  3.24
H  -1.73  -2.08  -1.47
C  -0.47  -2.48  0.37
C  0.09  1.27  2.14
H  -1.64  -0.11  2.74
C  -1.22  0.68  2.13
H  1.45  -2.24  1.59
C  0.52  4.59  -7.53
F  0.17  -3.13  2.96
H  -0.29  5.33  -5.66
C  -0.72  -2.12  -1.00
C  0.28  4.54  -6.16
H  0.97  2.87  0.79
H  0.95  0.96  2.74
C  0.94  -2.32  0.64
C  1.53  2.46  -6.01
H  1.59  3.80  -1.96
La  0.16  0.25  -0.37
C  0.09  2.26  1.10
H  -1.31  -2.62  1.04
O  0.79  2.20  -3.17
H  -2.94  0.70  0.65
C  1.59  -1.88  -0.56
H  0.73  -1.46  -2.61
C  -1.19  2.16  0.39
H  -0.32  4.04  -3.57
C  0.79  3.48  -5.37
H  2.71  3.23  -3.37
H  1.90  1.62  -5.41
C  1.70  3.32  -2.94
B  -0.51  -2.02  3.37
H  -1.44  2.71  -0.53
C  1.75  2.51  -7.38
C  0.57  -1.84  -1.60
H  1.43  3.60  -9.23
F  -0.17  -1.05  1.90
C  -1.96  1.10  0.97
C  0.55  3.46  -3.92
H  2.32  1.70  -7.86
F  0.11  -1.04  4.07

Summary:
Gap between HOMO and LUMO, eV: 6.6
HOMO level, eV: -7.152
LUMO energy, eV: -0.5592
Energy relative to the best compared isomer or geometry (same formula, charge and spin), kJ/mol: 177.18
Total charge: 0

***

Record 4
Formula: C18H18BrO16Pd
Source: the OMol25 dataset
Level of theory: ωB97M-V with the def2-TZVPD basis set

CARTESIAN COORDINATES (ANGSTROEM)
O  -10.28  11.34  -16.12
O  -12.38  10.24  -13.89
H  -4.53  12.29  -14.40
C  -12.00  14.48  -11.30
C  -9.13  12.32  -17.89
C  -5.06  11.07  -12.67
H  -4.02  10.58  -14.54
O  -9.83  13.89  -11.76
O  -11.88  8.43  -18.34
H  -4.78  11.91  -12.04
H  -7.07  8.98  -18.24
O  -10.33  11.93  -12.76
O  -14.29  11.24  -14.54
C  -7.65  9.89  -18.15
C  -13.51  10.52  -13.71
O  -6.04  10.96  -14.76
H  -9.71  13.23  -17.75
H  -10.51  15.75  -12.25
O  -13.71  8.36  -17.08
H  -15.80  12.43  -13.84
C  -10.60  15.05  -11.42
H  -12.74  7.73  -20.06
C  -15.57  10.48  -12.76
H  -14.19  6.87  -18.43
O  -6.47  10.93  -12.58
H  -16.34  11.03  -14.74
Pd  -10.12  9.65  -14.75
O  -14.20  10.20  -12.57
C  -10.67  12.96  -12.32
O  -8.15  10.70  -14.06
O  -8.86  9.03  -16.35
C  -15.60  11.37  -14.01
O  -7.91  13.19  -19.67
H  -4.56  10.17  -12.28
Br  -9.77  7.86  -12.91
C  -14.12  7.96  -18.38
O  -11.69  8.69  -16.12
H  -12.19  13.99  -10.35
H  -10.20  15.47  -10.50
C  -8.62  9.97  -17.19
H  -13.12  9.43  -19.66
C  -12.96  8.43  -19.26
C  -7.39  10.94  -19.08
O  -6.57  10.83  -19.99
C  -9.42  11.27  -17.06
H  -15.98  10.95  -11.87
C  -8.16  12.26  -18.92
C  -4.79  11.26  -14.17
C  -12.35  8.50  -17.08
C  -7.00  10.84  -13.82
H  -12.78  15.19  -11.57
H  -15.08  8.42  -18.61
H  -16.14  9.56  -12.94
O  -11.95  13.43  -12.28

Summary:
Gap between HOMO and LUMO (alpha / beta), eV: 5.7 / 5.6
HOMO level (alpha / beta), eV: -3.635 / -3.608
LUMO energy (alpha / beta), eV: 2.0288 / 2.0286
Energy relative to the best compared isomer or geometry (same formula, charge and spin), kJ/mol: 0.00
Total charge: -1
Spin multiplicity: 3
⟨S²⟩: 2.00

***

Record 5
Formula: C18H18ClF5N2NiOS2Se4Te
Source: the OMol25 dataset
Level of theory: ωB97M-V with the def2-TZVPD basis set

CARTESIAN COORDINATES (ANGSTROEM)
Se  0.73  2.42  3.15
H  3.11  2.12  -1.77
Se  3.19  5.07  -0.84
H  -1.40  -0.55  3.78
N  -1.79  3.02  -2.03
H  -1.85  1.97  3.06
C  -2.47  1.51  2.29
C  0.54  1.46  -4.52
H  0.30  -0.09  -0.78
H  -2.25  2.36  -1.42
C  -0.21  -4.77  2.01
H  0.31  3.91  -3.03
F  -0.20  -8.16  0.68
C  -0.67  -5.98  1.52
H  1.79  2.65  -5.79
Te  2.84  3.25  0.78
H  -1.50  2.64  -2.92
C  -2.02  -0.79  2.92
C  2.37  1.93  -2.53
C  1.65  2.24  -4.80
F  -1.16  -3.88  2.34
H  -3.67  0.41  3.72
O  -2.30  0.81  -0.22
C  1.58  -6.71  1.29
C  2.01  -5.49  1.78
N  0.07  4.37  -2.17
C  -0.91  3.84  -1.41
C  -1.17  -0.70  1.65
Ni  0.57  2.00  0.74
C  1.14  -4.46  2.17
C  2.58  2.46  -3.79
F  2.47  -7.66  0.94
C  1.22  1.20  -2.18
H  -0.11  -0.89  1.84
F  3.34  -5.33  1.89
C  0.35  0.94  -3.25
C  1.01  0.74  -0.79
S  -1.40  0.96  0.96
H  1.96  0.36  -0.38
C  0.23  -6.97  1.16
Se  1.97  4.41  2.86
C  -3.15  0.24  2.78
H  -3.88  -0.10  2.04
S  -1.05  4.21  0.23
H  3.46  3.06  -3.96
H  -1.51  -1.36  0.86
H  0.85  4.80  -1.68
Se  1.75  -2.81  2.85
Cl  -1.04  -0.10  -3.04
H  -3.12  2.27  1.85
H  -2.39  -1.80  3.06
F  -1.99  -6.22  1.39
H  -0.18  1.23  -5.29

Summary:
Gap between HOMO and LUMO (alpha / beta), eV: 6.2 / 6.1
HOMO level (alpha / beta), eV: -1.979 / -1.890
LUMO energy (alpha / beta), eV: 4.1949 / 4.1963
Energy relative to the best compared isomer or geometry (same formula, charge and spin), kJ/mol: 14.87
Total charge: -2

***

Record 6
Formula: C18H18ClF5N2NiOS2Se4Te
Source: the OMol25 dataset
Level of theory: ωB97M-V with the def2-TZVPD basis set

CARTESIAN COORDINATES (ANGSTROEM)
C  0.33  -0.39  3.78
H  0.47  1.64  1.09
H  -3.20  1.10  -3.16
C  7.51  1.14  0.79
C  5.01  2.43  1.26
C  0.64  0.69  1.61
F  8.28  3.09  -0.28
Se  -2.92  2.12  2.21
S  -0.82  -0.37  1.42
H  1.97  1.00  3.28
H  -1.21  1.48  -1.66
F  4.35  0.40  2.31
F  8.69  0.53  0.56
H  1.44  0.15  1.10
O  -0.35  -1.70  0.95
F  6.69  -0.78  1.86
H  -4.15  -0.17  -4.98
C  -1.76  -0.35  -2.55
H  -1.53  -1.54  3.32
C  -1.29  0.42  -1.38
Se  -5.15  2.49  1.52
C  0.90  0.85  3.11
S  -4.00  -1.39  1.16
Cl  0.17  -2.27  -2.14
C  7.29  2.44  0.36
N  -2.59  -3.03  -0.39
H  -3.23  -2.43  -5.55
Ni  -2.39  0.68  0.30
C  -3.32  -0.59  -4.43
Se  -6.05  0.94  -1.99
C  5.28  1.12  1.66
H  -5.10  -1.28  -1.36
C  -1.75  -2.34  -4.00
H  0.95  -1.27  3.56
H  -4.04  -2.29  -2.27
C  6.08  3.05  0.59
H  -1.83  -2.83  0.26
C  -2.79  0.13  -3.37
N  -4.43  -2.06  -1.36
Te  -4.23  2.11  -0.81
Se  3.37  3.28  1.58
H  0.29  -0.28  4.87
H  -2.29  -3.26  -1.32
C  6.49  0.48  1.44
C  -3.65  -2.19  -0.28
H  -1.75  0.21  3.53
C  -1.23  -1.59  -2.95
H  -1.30  -3.29  -4.24
H  0.39  1.74  3.47
C  -1.06  -0.56  3.20
H  -0.30  0.08  -1.09
F  5.96  4.31  0.15
C  -2.82  -1.85  -4.74

Summary:
Gap between HOMO and LUMO (alpha / beta), eV: 6.2 / 6.1
HOMO level (alpha / beta), eV: -2.121 / -2.044
LUMO energy (alpha / beta), eV: 4.1052 / 4.1041
Energy relative to the best compared isomer or geometry (same formula, charge and spin), kJ/mol: 0.00
Total charge: -2

***

Record 7
Formula: C18H18ClN5O4S2
Source: the OMol25 dataset
Level of theory: ωB97M-V with the def2-TZVPD basis set

CARTESIAN COORDINATES (ANGSTROEM)
H  5.51  1.96  -1.38
H  -2.72  -3.41  7.92
O  -3.47  -3.30  5.99
C  -1.64  -2.53  -2.26
H  4.86  -0.35  -0.73
C  2.04  0.58  -2.38
H  -4.41  -3.78  7.79
C  -2.33  -2.69  5.44
C  2.95  -0.19  -1.57
C  -0.97  -1.57  -2.91
H  1.59  5.45  -2.19
C  3.67  2.43  -2.43
N  -1.48  -2.77  -0.97
C  2.40  1.88  -2.76
C  -2.82  -3.90  3.32
C  -1.36  -2.59  1.87
C  -3.64  -3.12  7.41
O  0.21  2.27  -4.39
C  1.06  4.82  -1.48
N  0.82  0.07  -2.84
C  4.53  1.61  -1.70
O  1.87  4.05  -4.36
H  0.47  2.16  -0.81
H  1.82  4.40  -0.76
H  0.42  0.54  -3.65
N  -0.44  -2.00  0.99
H  0.03  -1.17  1.33
H  -1.11  2.11  -1.73
C  -0.63  -1.95  -0.34
S  1.21  3.00  -3.55
N  0.08  -0.99  -0.89
N  -1.23  -2.23  3.13
H  -0.83  3.29  -0.37
H  -3.53  -4.57  3.84
C  -2.12  -2.90  3.97
O  -1.52  -2.01  6.09
C  -0.02  -0.83  -2.18
H  -3.90  -2.09  7.64
Cl  -1.12  -1.30  -4.62
H  -2.27  -3.15  -2.88
H  3.97  3.43  -2.68
H  -0.54  4.23  -2.70
H  2.67  -1.21  -1.27
S  -2.55  -3.88  1.60
H  0.39  5.43  -0.87
C  4.18  0.29  -1.29
C  0.27  3.73  -2.18
C  -0.35  2.76  -1.19

Summary:
Structure (SMILES): COC(=O)c1csc(Nc2ncc(Cl)c(Nc3ccccc3S(=O)(=O)C(C)C)n2)n1
Gap between HOMO and LUMO, eV: 8.7
HOMO level, eV: -8.557
LUMO energy, eV: 0.1051
Total charge: 0

***

Record 8
Formula: C18H18F4NO
Source: the OMol25 dataset
Level of theory: ωB97M-V with the def2-TZVPD basis set

CARTESIAN COORDINATES (ANGSTROEM)
H  -1.24  4.35  4.00
H  -3.58  4.70  1.50
H  2.32  4.16  2.31
H  1.29  1.09  2.14
F  -1.86  -0.42  3.99
C  -2.33  2.18  0.79
H  0.40  3.40  3.23
H  -4.04  -0.26  2.48
H  4.60  1.68  -0.57
N  0.21  4.06  2.47
C  3.60  1.95  -0.25
C  3.03  1.35  0.87
C  1.07  2.70  0.68
C  -2.07  0.50  2.98
C  1.48  4.86  2.32
H  -1.52  5.88  1.36
H  -0.21  1.56  3.43
C  -1.08  1.47  2.77
C  -0.17  3.30  1.30
C  -0.03  6.19  3.68
C  -3.35  1.31  1.14
C  1.55  3.23  -0.53
H  -0.28  6.49  4.70
F  3.76  0.42  1.57
F  -4.56  1.39  0.48
H  1.41  5.33  1.33
H  -0.29  7.04  3.04
H  -0.59  4.02  0.59
C  -3.24  0.42  2.22
H  -2.44  2.84  -0.08
C  -1.98  5.51  2.31
H  -2.51  6.36  2.81
H  0.92  3.91  -1.12
O  -2.89  4.44  2.15
F  3.40  3.54  -2.00
C  -1.22  2.27  1.63
C  2.84  2.89  -0.93
H  2.00  6.78  3.19
C  1.74  1.66  1.32
C  1.45  5.87  3.47
C  -0.85  4.99  3.19
H  1.92  5.41  4.34

Summary:
Structure (SMILES): OC[C@@H]1CCC[N@@H+]1C(c1cc(F)cc(F)c1)c1cc(F)cc(F)c1
Gap between HOMO and LUMO, eV: 9.6
HOMO level, eV: -12.508
LUMO energy, eV: -2.8888
Energy relative to the best compared isomer or geometry (same formula, charge and spin), kJ/mol: 0.00
Total charge: +1